The following is a quantum chemistry calculation of a molecular structure, C78H168N9O18 at a distorted geometry, from OMol25.

Cartesian coordinates (Å):
1 C 4.32 4.73 2.09
2 C 3.57 4.30 3.30
3 C 2.02 4.24 3.24
4 N 1.30 4.27 4.63
5 C 1.71 3.06 5.45
6 C 1.56 5.61 5.36
7 C 0.26 6.51 5.28
8 C -0.61 5.75 4.27
9 C -0.24 4.28 4.51
10 H 4.13 4.34 1.09
11 H 5.40 4.63 2.19
12 H 4.24 5.79 1.85
13 H 4.02 5.00 4.00
14 H 4.02 3.35 3.57
15 H 1.63 3.38 2.69
16 H 1.66 5.18 2.80
17 H 1.50 3.26 6.50
18 H 2.77 2.77 5.46
19 H 1.08 2.24 5.11
20 H 1.59 5.44 6.43
21 H 2.47 6.16 5.11
22 H -0.21 6.59 6.26
23 H 0.53 7.53 5.02
24 H -1.66 5.97 4.49
25 H -0.41 6.06 3.24
26 H -0.59 4.12 5.53
27 H -0.57 3.57 3.75
28 C -0.16 -3.54 0.07
29 C 0.74 -2.40 0.44
30 C 0.55 -1.10 -0.34
31 N 1.24 0.13 0.30
32 C 2.68 -0.17 0.74
33 C 0.41 0.66 1.50
34 C -0.73 1.57 0.89
35 C -0.20 1.98 -0.53
36 C 1.18 1.40 -0.60
37 H -0.23 -3.68 -1.01
38 H -1.14 -3.50 0.55
39 H 0.32 -4.43 0.49
40 H 1.76 -2.77 0.50
41 H 0.65 -2.28 1.52
42 H -0.53 -0.98 -0.44
43 H 0.92 -1.27 -1.36
44 H 3.28 -0.50 -0.11
45 H 2.65 -0.81 1.63
46 H 3.02 0.79 1.14
47 H 1.13 1.10 2.19
48 H 0.07 -0.20 2.09
49 H -0.86 2.59 1.25
50 H -1.72 1.10 0.87
51 H -0.21 3.07 -0.53
52 H -0.86 1.63 -1.32
53 H 1.98 2.07 -0.30
54 H 1.49 1.15 -1.61
55 C 6.33 0.61 1.54
56 C 7.06 0.10 2.80
57 C 6.11 0.01 4.00
58 N 6.67 -0.80 5.22
59 C 7.88 -0.06 5.86
60 C 7.04 -2.28 4.89
61 C 6.99 -2.98 6.15
62 C 5.94 -2.33 7.02
63 C 5.63 -1.02 6.32
64 H 5.58 1.36 1.78
65 H 5.80 -0.24 1.12
66 H 6.98 1.04 0.77
67 H 7.88 0.72 3.18
68 H 7.53 -0.86 2.60
69 H 5.19 -0.51 3.74
70 H 5.94 1.05 4.25
71 H 8.11 -0.78 6.65
72 H 7.45 0.86 6.26
73 H 8.62 -0.05 5.06
74 H 7.91 -2.41 4.24
75 H 6.25 -2.71 4.29
76 H 8.00 -3.02 6.56
77 H 6.67 -3.97 5.81
78 H 6.29 -2.10 8.03
79 H 5.07 -2.97 6.87
80 H 5.52 -0.19 7.03
81 H 4.64 -0.89 5.90
82 C -3.17 4.43 -1.63
83 C -3.75 5.88 -1.93
84 C -5.19 5.91 -1.60
85 N -5.83 7.28 -1.79
86 C -5.13 8.42 -0.90
87 C -5.97 7.76 -3.26
88 C -7.32 8.54 -3.31
89 C -8.23 7.62 -2.44
90 C -7.34 7.18 -1.29
91 H -3.35 3.70 -2.42
92 H -3.48 3.94 -0.71
93 H -2.10 4.51 -1.47
94 H -3.66 6.24 -2.96
95 H -3.15 6.56 -1.33
96 H -5.44 5.55 -0.61
97 H -5.78 5.16 -2.13
98 H -4.17 8.73 -1.31
99 H -5.21 7.97 0.08
100 H -5.58 9.38 -1.14
101 H -5.22 8.37 -3.75
102 H -6.03 6.80 -3.77
103 H -7.14 9.50 -2.84
104 H -7.89 8.67 -4.23
105 H -9.16 8.11 -2.14
106 H -8.48 6.80 -3.12
107 H -7.59 7.65 -0.33
108 H -7.52 6.13 -1.08
109 C -2.91 -12.60 -3.19
110 C -1.61 -11.87 -2.91
111 C -1.88 -10.38 -2.57
112 N -0.58 -9.58 -2.11
113 C 0.03 -10.33 -0.92
114 C -0.98 -8.14 -1.71
115 C 0.29 -7.30 -1.94
116 C 1.07 -7.88 -3.09
117 C 0.46 -9.28 -3.26
118 H -2.99 -13.66 -3.42
119 H -3.31 -12.13 -4.08
120 H -3.66 -12.38 -2.43
121 H -0.94 -11.96 -3.76
122 H -1.21 -12.42 -2.05
123 H -2.69 -10.11 -1.90
124 H -2.12 -9.88 -3.50
125 H 0.82 -9.77 -0.42
126 H 0.56 -11.23 -1.23
127 H -0.77 -10.57 -0.22
128 H -1.50 -8.01 -0.77
129 H -1.76 -7.84 -2.41
130 H 0.87 -7.31 -1.02
131 H 0.04 -6.24 -1.99
132 H 2.15 -7.90 -2.95
133 H 0.94 -7.22 -3.95
134 H 1.13 -10.13 -3.27
135 H -0.05 -9.26 -4.22
136 C -4.77 -4.02 -0.74
137 C -5.01 -2.41 -0.80
138 C -5.80 -1.72 0.32
139 N -5.62 -0.25 0.49
140 C -4.15 0.08 0.86
141 C -5.92 0.57 -0.78
142 C -6.40 1.92 -0.20
143 C -6.80 1.73 1.25
144 C -6.62 0.22 1.60
145 H -4.25 -4.26 -1.67
146 H -5.74 -4.46 -0.97
147 H -4.22 -4.43 0.11
148 H -5.45 -2.22 -1.78
149 H -4.04 -1.91 -0.84
150 H -5.53 -2.05 1.32
151 H -6.86 -1.94 0.20
152 H -3.91 -0.48 1.76
153 H -4.21 1.17 0.96
154 H -3.59 -0.06 -0.06
155 H -5.16 0.45 -1.55
156 H -6.81 0.07 -1.17
157 H -5.64 2.67 -0.39
158 H -7.28 2.25 -0.75
159 H -6.22 2.43 1.84
160 H -7.77 2.19 1.42
161 H -6.22 0.19 2.61
162 H -7.53 -0.36 1.47
163 C 4.32 -2.37 -2.73
164 C 3.93 -1.11 -3.65
165 C 3.44 -1.40 -5.16
166 N 2.83 -0.14 -5.90
167 C 1.44 0.23 -5.34
168 C 2.69 -0.46 -7.37
169 C 3.20 0.80 -8.02
170 C 3.73 1.78 -7.02
171 C 3.88 1.03 -5.72
172 H 3.54 -2.89 -2.17
173 H 5.01 -2.05 -1.95
174 H 4.61 -3.16 -3.43
175 H 4.86 -0.61 -3.91
176 H 3.32 -0.48 -3.01
177 H 2.62 -2.12 -5.16
178 H 4.27 -1.82 -5.72
179 H 0.70 -0.48 -5.72
180 H 1.24 1.21 -5.77
181 H 1.52 0.10 -4.26
182 H 1.72 -0.71 -7.79
183 H 3.41 -1.25 -7.61
184 H 2.45 1.40 -8.52
185 H 4.03 0.69 -8.72
186 H 3.09 2.65 -6.93
187 H 4.68 2.17 -7.36
188 H 3.60 1.51 -4.78
189 H 4.90 0.65 -5.76
190 C 1.94 -5.02 7.94
191 C 0.41 -5.07 7.59
192 C 0.28 -4.56 6.04
193 N -1.17 -4.48 5.42
194 C -1.90 -3.37 6.20
195 C -1.94 -5.78 5.55
196 C -3.05 -5.66 4.52
197 C -2.45 -4.90 3.45
198 C -1.22 -4.14 3.92
199 H 2.18 -5.61 8.82
200 H 2.20 -4.01 8.24
201 H 2.55 -5.25 7.06
202 H -0.28 -4.57 8.27
203 H 0.08 -6.11 7.63
204 H 0.67 -5.35 5.38
205 H 0.86 -3.65 5.89
206 H -1.92 -3.82 7.19
207 H -2.96 -3.24 5.98
208 H -1.31 -2.45 6.19
209 H -2.24 -5.86 6.60
210 H -1.26 -6.60 5.30
211 H -3.83 -5.15 5.09
212 H -3.40 -6.62 4.14
213 H -3.09 -4.14 3.00
214 H -2.16 -5.41 2.53
215 H -1.14 -3.09 3.62
216 H -0.42 -4.68 3.42
217 C 0.73 3.38 -3.53
218 C 0.44 4.67 -4.29
219 C -0.22 4.41 -5.65
220 N -0.76 5.69 -6.29
221 C -2.02 6.10 -5.47
222 C 0.26 6.82 -6.32
223 C -0.18 7.67 -7.55
224 C -1.04 6.82 -8.50
225 C -1.11 5.42 -7.83
226 H 1.21 3.75 -2.62
227 H 1.40 2.72 -4.07
228 H -0.31 3.05 -3.42
229 H 1.33 5.25 -4.53
230 H -0.23 5.26 -3.66
231 H -1.08 3.74 -5.74
232 H 0.46 3.78 -6.22
233 H -1.73 6.55 -4.52
234 H -2.64 5.21 -5.43
235 H -2.66 6.81 -6.00
236 H 0.34 7.47 -5.45
237 H 1.16 6.24 -6.52
238 H -0.58 8.67 -7.37
239 H 0.72 7.90 -8.11
240 H -1.94 7.40 -8.67
241 H -0.45 6.74 -9.42
242 H -2.03 4.83 -7.90
243 H -0.36 4.67 -8.11
244 O 4.70 -3.50 0.75
245 C 6.02 -3.54 0.84
246 O 6.48 -2.71 0.05
247 O 6.68 -4.14 1.68
248 H 5.02 -2.73 0.28
249 O -2.68 5.56 1.96
250 C -3.42 4.52 2.07
251 O -4.63 4.77 1.87
252 O -2.99 3.46 2.56
253 H -3.47 6.04 1.69
254 O -1.83 1.09 -4.59
255 C -2.03 0.24 -3.55
256 O -3.04 0.33 -2.87
257 O -1.12 -0.63 -3.45
258 H -1.18 0.42 -4.83
259 O -0.48 -7.36 3.27
260 C -0.65 -7.68 2.00
261 O -0.12 -6.97 1.17
262 O -1.06 -8.82 1.69
263 H -0.08 -6.53 3.01
264 O 5.64 3.31 -1.71
265 C 4.66 2.49 -1.77
266 O 4.85 1.25 -1.73
267 O 3.54 3.07 -1.94
268 H 4.97 3.99 -1.61
269 O 0.25 -0.41 4.67
270 C 1.51 -0.76 5.09
271 O 1.69 -1.05 6.29
272 O 2.48 -0.79 4.29
273 H 0.12 -0.56 5.60

Output
LUMO, eV: -5.21
M, g mol⁻¹: 1520.2
Net charge: +3

Mulliken population analysis, charges in e, atoms 1 to 5:
1. C -1.861
2. C 0.547
3. C -0.341
4. N 0.727
5. C -1.263